Record 1
C2H11NO3 | ωB97M-V with the def2-TZVPD basis set

**M**: 97.11 g mol⁻¹
**E**: -363.14916 Eh
**SMILES**: C=CN.O.O.O
**HOMO-LUMO gap**: 0.35272 hartree

Structure (ORCA input):
```
! wB97M-V def2-TZVPD RIJCOSX def2/J DEFGRID3
* xyz 0 1
C -1.688 -0.241 -0.292
C -0.714 -0.726 0.574
N 0.461 0.071 0.886
H -1.398 0.202 -1.252
H -2.554 -0.856 -0.264
H -0.623 -1.822 0.658
H 0.964 0.176 0.070
H 0.238 0.897 1.366
O -2.426 2.917 2.204
H -3.394 2.953 1.829
H -2.315 2.099 2.708
O 0.003 -3.517 -2.087
H 0.204 -2.794 -1.638
H 0.876 -4.043 -2.219
O 3.948 1.393 -0.985
H 3.222 1.607 -1.530
H 3.762 0.546 -0.680
*
```

Atomic partial charges in e from the Mulliken method, atoms 1 to 4: -0.677, -0.266, -0.473, 0.276


Record 2
CH4NO3PS2 | ωB97M-V with the def2-TZVPD basis set

**M**: 173.16 g mol⁻¹
**E**: -1458.78846 Eh
**SMILES**: O=P(O)(O)S.N=C=S
**HOMO-LUMO gap**: 0.34064 hartree

Structure (ORCA input):
```
! wB97M-V def2-TZVPD RIJCOSX def2/J DEFGRID3
* xyz 0 1
O -0.742 -0.057 -0.449
P 0.626 -0.655 -0.232
O 0.748 -1.263 1.156
O 1.980 0.272 -0.245
S 1.166 -2.040 -1.733
H -0.140 -1.390 1.484
H 2.524 0.550 0.422
H -0.069 -1.743 -2.439
N -3.299 0.400 -0.917
C -3.586 0.586 0.222
S -4.089 0.932 1.662
H -2.490 0.344 -1.477
*
```

Atomic partial charges in e from the Mulliken method, atoms 1 to 4: -0.487, 0.802, -0.432, -0.476


Record 3
C32H40I2N2P2Si2Sn | ωB97M-V with the def2-TZVPD basis set

**M**: 943.33 g mol⁻¹
**E**: -3424.32984 Eh
**HOMO-LUMO gap (alpha / beta)**: 0.23755 / 0.19729 hartree

Structure (ORCA input):
```
! wB97M-V def2-TZVPD RIJCOSX def2/J DEFGRID3
* xyz 0 1
Sn 11.918 12.111 7.938
C 8.474 9.803 6.378
Si 9.737 9.119 7.546
C 8.917 7.756 8.541
C 11.188 8.313 6.708
N 10.361 10.465 8.477
P 10.563 10.569 10.113
C 11.177 12.108 10.298
P 10.324 13.532 10.071
N 10.313 13.695 8.413
Si 9.805 15.142 7.577
C 8.722 14.718 6.138
C 11.408 15.983 7.094
C 8.794 16.362 8.598
C 8.658 13.623 10.687
C 8.429 13.906 12.034
C 7.114 14.054 12.478
C 6.030 13.883 11.610
C 6.277 13.576 10.270
C 7.582 13.435 9.801
C 11.287 14.897 10.733
C 10.717 16.038 11.289
C 11.550 17.105 11.635
C 12.936 17.021 11.495
C 13.496 15.834 11.009
C 12.675 14.781 10.633
C 11.797 9.334 10.506
C 13.141 9.690 10.462
C 14.139 8.718 10.511
C 13.795 7.377 10.648
C 12.442 7.036 10.774
C 11.440 8.006 10.747
C 9.062 10.188 10.996
C 7.820 10.322 10.374
C 6.669 9.979 11.064
C 6.749 9.501 12.381
C 8.007 9.388 12.984
C 9.169 9.734 12.313
H 8.301 9.130 5.556
H 8.799 10.762 5.975
H 7.528 9.944 6.898
H 8.341 7.184 7.830
H 8.233 8.060 9.319
H 9.640 7.051 8.933
H 10.869 7.536 6.025
H 11.834 7.876 7.473
H 11.785 9.028 6.151
H 9.153 13.896 5.572
H 8.624 15.567 5.475
H 7.731 14.432 6.450
H 12.136 15.263 6.728
H 11.843 16.463 7.962
H 11.247 16.726 6.313
H 7.943 15.941 9.118
H 8.397 17.059 7.863
H 9.385 16.952 9.290
H 9.259 14.031 12.734
H 6.953 14.321 13.507
H 5.019 13.964 11.992
H 5.442 13.448 9.588
H 7.782 13.182 8.763
H 9.637 16.129 11.413
H 11.092 17.995 12.065
H 13.566 17.847 11.804
H 14.578 15.717 10.936
H 13.093 13.833 10.289
H 13.407 10.749 10.374
H 15.183 9.018 10.439
H 14.581 6.628 10.698
H 12.145 5.996 10.905
H 10.404 7.743 10.958
H 7.781 10.699 9.354
H 5.704 10.081 10.598
H 5.865 9.213 12.935
H 8.054 9.032 14.004
H 10.142 9.676 12.787
I 11.508 12.059 5.228
C 14.272 12.231 5.300
I 15.048 12.560 7.240
H 14.398 13.070 4.611
H 14.503 11.245 4.921
*
```

Atomic partial charges in e from the Mulliken method, atoms 1 to 4: 0.748, -0.937, 0.103, -1.087


Record 4
C48H42NO4ReS4 | ωB97M-V with the def2-TZVPD basis set

**M**: 1011.34 g mol⁻¹
**E**: -3880.82097 Eh
**HOMO-LUMO gap (alpha / beta)**: 0.27211 / 0.24038 hartree

Structure (ORCA input):
```
! wB97M-V def2-TZVPD RIJCOSX def2/J DEFGRID3
* xyz 1 4
Re 0.215 -0.074 -0.379
O 0.491 1.755 -0.644
C 0.547 3.146 -0.291
C -0.106 3.401 1.092
C -1.605 3.281 0.997
C -2.453 4.373 1.071
C -3.808 4.165 0.848
C -4.257 2.893 0.544
C -3.333 1.852 0.482
C -3.798 0.463 0.097
C -2.756 -0.673 0.132
O -1.597 -0.247 -0.606
C -3.298 -1.894 -0.609
C -4.635 -2.277 -0.488
C -5.105 -3.425 -1.108
C -4.250 -4.205 -1.874
C -2.930 -3.812 -2.031
C -2.459 -2.665 -1.405
C -2.408 -1.013 1.600
C -3.147 -1.954 2.311
C -2.844 -2.262 3.632
C -1.787 -1.642 4.280
C -1.047 -0.691 3.594
C -1.369 -0.378 2.281
N -2.044 2.055 0.726
C 2.015 3.566 -0.341
C 2.737 3.931 0.786
C 4.073 4.314 0.676
C 4.691 4.342 -0.565
C 3.968 3.987 -1.702
C 2.645 3.602 -1.587
C -0.242 3.931 -1.339
C -0.129 5.318 -1.371
C -0.856 6.060 -2.289
C -1.703 5.421 -3.189
C -1.824 4.041 -3.154
C -1.096 3.297 -2.230
H 0.158 4.402 1.428
H 0.288 2.668 1.804
H -2.063 5.362 1.275
H -4.502 4.995 0.889
H -5.306 2.706 0.347
H -4.210 0.501 -0.914
H -4.611 0.191 0.769
H -5.333 -1.684 0.088
H -6.146 -3.704 -0.995
H -4.615 -5.103 -2.357
H -2.256 -4.402 -2.643
H -1.427 -2.373 -1.542
H -3.954 -2.493 1.834
H -3.436 -3.006 4.150
H -1.547 -1.892 5.305
H -0.231 -0.175 4.086
H -0.821 0.432 1.805
H 2.272 3.932 1.764
H 4.622 4.609 1.563
H 5.725 4.653 -0.650
H 4.436 4.026 -2.679
H 2.081 3.332 -2.473
H 0.539 5.826 -0.682
H -0.758 7.138 -2.307
H -2.258 5.999 -3.918
H -2.488 3.537 -3.846
H -1.202 2.222 -2.199
C 4.937 -0.314 -0.221
S 3.577 0.760 0.164
C 3.749 0.704 1.934
O 2.354 -0.121 -0.118
H 5.845 0.184 0.126
H 4.982 -0.433 -1.303
H 4.791 -1.275 0.278
H 4.647 1.260 2.203
H 3.808 -0.338 2.242
H 2.873 1.194 2.356
O 0.492 -1.885 0.001
C 1.192 -3.095 -0.306
C 0.295 -4.225 0.186
C -0.565 -4.115 1.233
C -1.206 -5.342 1.559
C -0.794 -6.365 0.763
S 0.353 -5.844 -0.391
C 2.476 -3.158 0.524
C 2.656 -2.641 1.768
C 3.910 -3.007 2.343
C 4.649 -3.795 1.514
S 3.830 -4.095 0.043
C 1.467 -3.108 -1.797
C 2.454 -2.402 -2.423
C 2.428 -2.518 -3.837
C 1.405 -3.312 -4.261
S 0.493 -3.922 -2.960
H -0.731 -3.184 1.756
H -1.930 -5.453 2.355
H -1.108 -7.398 0.772
H 1.904 -2.043 2.268
H 4.233 -2.716 3.336
H 5.623 -4.228 1.690
H 3.168 -1.806 -1.874
H 3.137 -2.045 -4.503
H 1.153 -3.597 -5.273
*
```

Atomic partial charges in e from the Mulliken method, atoms 1 to 4: -0.933, 1.178, 2.160, -1.001


Record 5
C27H27AsF3Ge2NO6PtS2 | ωB97M-V with the def2-TZVPD basis set

**M**: 997.86 g mol⁻¹
**E**: -9156.33755 Eh
**HOMO-LUMO gap (alpha / beta)**: 0.27730 / 0.26376 hartree

Structure (ORCA input):
```
! wB97M-V def2-TZVPD RIJCOSX def2/J DEFGRID3
* xyz -1 2
Pt 0.694 0.255 0.652
F -3.556 3.199 1.775
C -3.157 2.812 2.995
F -4.272 2.726 3.755
F -2.423 3.816 3.509
C -2.410 1.511 2.978
C -2.706 0.531 3.908
C -1.998 -0.662 3.924
C -1.011 -0.847 2.979
N -0.739 0.091 2.079
C -1.371 1.287 2.063
S -0.685 2.330 0.871
H -3.500 0.703 4.622
H -2.212 -1.437 4.644
H -0.423 -1.752 2.915
O 3.468 2.194 -2.325
As 3.557 1.031 -0.975
O 4.648 -0.071 -1.464
O 1.907 0.597 -0.918
C 3.942 2.311 0.441
C 4.268 3.609 0.046
C 4.452 4.607 0.988
C 4.297 4.327 2.340
C 3.977 3.043 2.740
C 3.812 2.037 1.795
S 3.360 0.422 2.399
O 1.902 0.541 2.595
O 4.097 0.207 3.619
O 3.670 -0.480 1.293
H 3.994 1.780 -3.021
H 4.360 3.832 -1.007
H 4.703 5.609 0.664
H 4.425 5.107 3.079
H 3.861 2.794 3.787
C -2.092 -0.568 -4.195
Ge -1.430 0.543 -2.706
C 0.070 1.626 -3.332
C -2.925 1.702 -2.176
Ge -0.585 -0.947 -0.977
C 0.462 -2.412 -1.765
C 1.810 -2.650 -1.505
C 2.459 -3.729 -2.094
C 1.772 -4.584 -2.944
C 0.425 -4.363 -3.203
C -0.222 -3.287 -2.613
C -2.005 -1.879 0.025
C -1.723 -3.107 0.627
C -2.662 -3.742 1.428
C -3.903 -3.157 1.644
C -4.200 -1.938 1.052
C -3.257 -1.308 0.249
H -2.489 0.069 -4.989
H -2.889 -1.233 -3.858
H -1.286 -1.175 -4.608
H -0.283 2.411 -4.003
H 0.784 0.997 -3.864
H 0.597 2.075 -2.490
H -3.180 2.337 -3.028
H -2.651 2.335 -1.335
H -3.811 1.123 -1.913
H 2.368 -1.994 -0.852
H 3.509 -3.887 -1.885
H 2.284 -5.421 -3.403
H -0.120 -5.028 -3.862
H -1.277 -3.131 -2.817
H -0.756 -3.571 0.464
H -2.424 -4.694 1.887
H -4.636 -3.650 2.271
H -5.166 -1.474 1.216
H -3.496 -0.347 -0.193
*
```

Atomic partial charges in e from the Mulliken method, atoms 1 to 4: 1.316, -0.211, 0.531, -0.316